(1)
Here is 13 unconnected molecules or ions with the total composition C3H31NO15 at a distorted geometry from the Open Molecules 2025 dataset. Energies are from the ωB97M-V functional and the def2-TZVPD basis.

```
50
Properties=species:S:1:pos:R:3:forces:R:3
O -0.728259 -0.888205 0.952025 1.142 0.926 1.298
C -1.103478 -0.176518 -0.142831 -0.586 -2.529 -0.664
O -1.780746 -0.876993 -0.960133 -0.112 1.600 -0.445
C -0.686627 1.120324 -0.271946 0.295 -0.048 2.021
C -0.015405 1.833058 0.868134 -0.666 0.466 -1.600
O 1.384143 2.104984 0.612556 0.860 -1.545 -0.270
N -1.416755 1.901953 -1.221354 -1.545 0.678 -0.077
H 3.290682 -3.449041 -0.257784 0.148 0.325 -0.012
H 1.885195 0.220150 -2.431469 0.181 0.691 0.255
H -0.164314 1.163315 1.692525 0.379 0.218 0.917
H -0.421870 2.865694 1.013479 0.014 -0.918 0.300
H 1.798184 1.259013 0.254733 -0.396 0.939 0.800
H -2.418222 2.122007 -0.833880 2.180 -0.073 -1.479
H -0.841965 2.709837 -1.482711 -0.321 0.127 0.109
H -1.402124 0.931108 -4.662942 0.070 -0.174 0.211
H 1.068489 1.443097 -3.091323 0.723 0.169 0.675
O 1.130456 0.495287 -2.947625 -0.687 -1.361 -0.966
H -1.539130 1.363440 -2.103123 -0.384 0.149 0.084
H -0.555750 -0.032810 -3.808023 0.880 -0.253 0.138
O -1.354095 0.486627 -3.805040 -0.687 0.520 -0.748
H 2.059683 -2.687118 0.212994 -0.051 -0.101 0.208
H -0.830991 -1.841195 0.836401 -0.527 0.704 -0.602
O 2.980561 -2.551160 -0.080200 -0.012 -0.293 -0.047
H 1.057912 -0.128976 3.336661 0.183 -0.014 -0.150
H 1.502773 -0.128620 4.761189 -0.035 0.057 0.075
O 0.716453 0.014558 4.225373 -0.239 -0.066 0.001
H 1.486103 3.777473 -1.676365 0.155 0.321 -0.505
H 1.396415 2.520905 -0.816830 -0.094 0.519 -2.147
O 1.344005 2.841822 -1.845715 -0.179 0.189 2.279
H 3.570441 0.568166 2.365935 -0.816 -1.385 0.928
H 3.284230 -0.863058 1.986500 -0.085 -0.156 0.360
O 3.178720 -0.276357 2.752365 0.888 1.472 -1.383
H -0.222565 -3.338414 0.793954 -0.069 -0.845 -0.336
H 0.789411 -3.994300 1.800398 -0.158 -0.107 0.180
O 0.706792 -3.411834 1.045793 0.271 0.210 0.081
H -3.299953 0.190045 -3.111310 -0.399 0.561 -0.265
H -2.855548 -0.043747 -1.743178 -1.182 1.198 -0.257
O -3.444296 0.639067 -2.267899 0.416 -1.762 0.550
H 3.238583 -0.893331 -0.226882 -0.412 1.543 0.383
H 3.714951 -0.127212 -1.287572 0.278 1.115 -0.384
O 3.282381 0.104306 -0.454707 0.163 -2.519 -0.100
H -1.718862 -0.541348 3.801817 -0.207 -0.193 0.164
H -1.534541 0.850649 3.370200 -1.161 -0.562 0.381
O -2.273652 0.215669 3.571155 1.587 0.733 -0.315
H -1.768277 -2.592020 -1.346279 1.260 -1.378 1.431
H -0.313305 -2.999399 -1.285181 0.208 -0.168 -0.151
O -1.156209 -3.319773 -0.949927 -1.117 0.937 -0.902
H -3.460460 1.083610 1.365399 -0.772 1.072 -0.793
H -3.432726 -0.057801 2.011961 -1.130 -0.973 0.418
O -4.126437 0.393066 1.480680 1.748 -0.018 0.353
```
Positions in Å, forces in eV/Å.

Output
Strongest force on any atom ... 2.68 eV/A
Gap between HOMO and LUMO ... 0.29744 Ha
Energy above the lowest of the compared OMol25 structures with the same formula, charge and spin ... 171.27 kJ/mol
Electronic energy ... -1316.20424 a.u.
E_LUMO ... -0.091 eV
Multiplicity ... 1

(2)
Here is 14 unconnected molecules or ions with the total composition C3H33NO14 at a distorted geometry from the Open Molecules 2025 dataset. Energies are from the ωB97M-V functional and the def2-TZVPD basis.

```
51
Properties=species:S:1:pos:R:3:forces:R:3
C 0.869872 -2.733815 -0.613749 -1.484 0.629 0.292
N 2.151790 -2.216368 -0.438666 2.420 0.389 0.400
C 2.997241 -1.923159 -1.521492 -2.165 0.342 -2.474
C 2.625840 -1.759601 0.860874 -1.143 -0.678 0.157
O 0.081756 -2.700349 0.298794 0.640 -0.611 0.464
H 0.510920 -2.951612 -1.605844 0.596 -0.437 -0.898
H 2.615345 -2.410883 -2.432781 0.333 -0.210 0.246
H 4.047317 -2.043515 -1.402723 0.713 0.021 0.608
H 2.706516 -0.861734 -1.788731 0.525 -0.003 0.231
H 2.438947 -2.594190 1.507709 -0.539 -0.220 0.907
H 1.989842 -0.898701 1.099366 0.214 -0.037 0.412
H 3.683638 -1.580835 0.964418 0.259 0.409 -0.839
H -0.368040 -2.313882 3.000291 0.553 0.089 0.142
H 1.015193 -1.683622 3.520414 -1.259 -0.306 0.177
O 0.069942 -1.863769 3.739256 0.886 0.063 -0.347
H -1.050749 -0.522104 4.139442 0.207 -0.328 0.294
H -2.574629 -0.673101 4.277394 0.771 0.998 0.075
O -1.855671 0.003501 4.241491 -1.073 -0.602 -0.210
H -0.603564 0.337655 -3.770974 -0.764 -0.853 -1.034
H -1.046175 -0.651815 -4.968224 -0.472 0.529 0.163
O -0.376810 -0.439971 -4.320969 1.573 -0.259 0.795
H 0.957974 2.464195 -2.668761 1.219 -0.319 -0.145
H -0.068684 3.366361 -3.394993 0.174 0.771 -1.084
O 0.090119 2.838605 -2.632227 -1.228 -0.602 0.624
H -1.262129 4.250364 -0.219218 -0.575 0.423 0.912
H -0.580843 3.878522 -1.414193 0.749 -0.439 -0.971
O -0.678409 4.641959 -0.860443 -0.259 0.373 0.593
H 2.082159 1.351024 1.509372 -1.076 2.557 -1.196
H 0.818568 2.325250 1.157286 2.173 -0.457 -0.146
O 1.803916 2.164505 0.931964 -1.027 -2.029 1.394
H -1.051493 1.115464 3.044294 0.424 0.874 -0.237
H -0.701279 0.847837 1.680712 -0.347 -1.314 -2.223
O -0.433577 1.452148 2.332914 -0.800 0.497 2.309
H 1.957026 2.536332 3.400022 1.397 1.441 -0.533
H 0.832268 1.781407 3.612855 -0.525 -0.736 0.459
O 1.711519 1.856629 3.998902 -0.422 -0.747 0.175
H -2.826671 1.185152 -2.780894 -0.815 -0.055 0.840
H -1.467905 1.946064 -2.968572 -0.833 -0.567 -0.147
O -2.130281 1.342666 -3.392156 1.324 0.922 -0.380
H -1.877285 -0.808520 0.398241 0.257 0.050 -0.325
H -0.367403 -0.922002 0.161884 -0.221 0.105 0.143
O -1.080722 -0.286406 0.198116 -0.407 0.271 0.143
H -3.814445 -0.683178 0.566624 0.383 2.511 2.262
H -4.143657 -2.153591 0.510097 -0.151 -0.580 0.365
O -4.069456 -1.351802 0.007288 -0.445 -1.611 -2.387
H 3.280784 1.421501 -1.567122 1.859 -0.067 0.248
H 1.988837 1.762350 -0.822565 0.291 0.400 0.321
O 2.399949 1.683286 -1.704406 -1.931 -0.388 -0.512
H -3.042376 -2.077166 -1.853860 -0.099 0.533 0.171
H -1.682716 -2.581829 -1.221622 -2.081 -0.219 -1.056
O -2.502264 -2.854584 -1.735744 2.202 -0.526 0.819
```
Positions in Å, forces in eV/Å.

Output
Strongest force on any atom ... 3.40 eV/A
Net charge ... +1
Gap between HOMO and LUMO (alpha / beta) ... 0.29996 / 0.13192 Ha
⟨S²⟩ ... 0.7649
Energy above the lowest of the compared OMol25 structures with the same formula, charge and spin ... 311.75 kJ/mol
Electronic energy ... -1241.81714 a.u.
E_LUMO (alpha / beta) ... -4.863 / -9.436 eV
Multiplicity ... 2

(3)
Here is 13 unconnected molecules or ions with the total composition C3H33NO16 at a distorted geometry from the Open Molecules 2025 dataset. Energies are from the ωB97M-V functional and the def2-TZVPD basis.

```
53
Properties=species:S:1:pos:R:3:forces:R:3
O -2.118049 1.762582 0.284502 -0.656 -0.724 0.124
C -1.380571 1.365475 -0.729578 0.051 0.532 0.031
O -0.313254 2.319052 -0.868745 0.517 0.000 0.089
C -0.727501 -0.054391 -0.540412 -0.182 0.388 0.013
C 0.687990 -0.233303 -1.057625 0.702 -1.447 -0.128
O 1.423904 -1.070471 -0.135871 0.650 0.961 0.241
N -1.640694 -1.108812 -1.151962 -1.274 0.743 -0.096
H -0.256099 2.723009 -1.737077 0.311 -1.086 -0.530
H -0.740323 -0.169753 0.550014 0.058 -0.455 -0.424
H 1.326029 0.635133 -1.220548 -0.784 0.304 -0.082
H 0.649298 -0.832407 -1.980890 -0.018 0.476 -0.022
H 2.032545 -0.440234 0.409886 -0.817 -1.573 -0.667
H -2.582288 -0.715224 -1.070276 0.041 -0.219 0.339
H -1.553879 -1.206587 -2.171037 0.816 -0.241 0.390
H 2.292875 0.565243 1.936603 0.323 0.665 -1.069
H 3.322724 -0.432576 2.051070 0.698 -0.316 -0.752
O 3.046507 0.196662 1.362978 -0.710 0.168 2.154
H -1.675168 -2.040877 -0.665254 0.728 0.781 -0.041
H -2.426507 2.092641 -2.284019 -0.139 0.086 0.513
O -2.086816 1.252047 -1.954517 0.119 -0.129 -0.742
H -1.771280 3.904966 2.350865 0.324 0.180 0.133
H -1.617451 2.613454 1.544951 1.097 1.121 0.285
O -1.179058 3.144891 2.310810 -1.048 -0.450 -0.720
H -0.236839 5.260784 -0.890838 0.060 -0.197 0.060
H -0.904238 3.984040 -1.464615 -0.283 1.200 0.917
O -1.047121 4.929694 -1.285958 -0.258 0.074 -0.600
H -3.104794 -0.406407 1.248712 -0.774 -0.287 -0.678
H -2.374097 -1.366586 1.936430 0.020 -0.923 -0.408
O -2.917493 -1.351295 1.121241 -0.163 0.714 0.832
H 1.983278 -3.440014 -2.268601 0.654 -0.301 0.080
H 1.430641 -3.902812 -0.960298 -0.048 -0.416 0.005
O 1.508240 -4.198065 -1.879375 0.052 0.665 0.054
H 0.196883 1.589899 2.222979 -0.040 -0.257 -0.194
H 1.209616 2.095020 3.145138 0.285 -0.196 0.101
O 1.025137 1.293169 2.635600 -0.386 0.597 0.298
H 4.260785 1.727953 -1.535180 0.012 0.179 0.481
H 3.734206 0.918686 -0.250756 0.355 0.383 -0.087
O 3.859801 0.920940 -1.210327 -0.273 -0.477 -0.491
H 3.846358 -1.256792 -2.402438 -0.093 0.538 0.220
H 2.776788 -1.599775 -1.278345 0.404 0.382 -0.174
O 3.419030 -1.960344 -1.919329 -0.437 -1.041 -0.011
H -0.925263 -0.415545 3.101397 -0.427 -1.904 0.053
H -1.526572 -1.788770 3.698468 0.134 0.282 0.174
O -0.887694 -1.433545 3.071745 0.834 0.537 0.105
H -2.224045 1.428697 3.126506 0.166 -0.259 0.451
H -2.218730 1.074646 1.686034 0.449 -1.146 0.478
O -2.116070 0.610272 2.616250 -0.795 2.386 -0.730
H -0.245900 -2.818234 -3.986633 -0.229 0.030 0.098
H 0.227139 -3.465201 -2.678357 -0.833 0.198 0.049
O -0.489935 -2.879566 -3.053926 0.565 -0.163 -0.341
H -0.675847 -2.360481 1.395733 0.067 -0.113 0.298
H 0.254516 -2.549280 0.215899 0.166 0.161 0.280
O -0.550717 -2.911620 0.608968 0.009 -0.411 -0.358
```
Positions in Å, forces in eV/Å.

Output
Strongest force on any atom ... 2.62 eV/A
Gap between HOMO and LUMO ... 0.36736 Ha
Energy above the lowest of the compared OMol25 structures with the same formula, charge and spin ... 0.00 kJ/mol
Electronic energy ... -1392.68198 a.u.
E_LUMO ... 0.135 eV
Multiplicity ... 1

(4)
Here is 14 unconnected molecules or ions with the total composition C3H35N3O14 at a distorted geometry from the Open Molecules 2025 dataset. Energies are from the ωB97M-V functional and the def2-TZVPD basis.

```
55
Properties=species:S:1:pos:R:3:forces:R:3
C -0.498165 0.574389 -0.325975 -1.330 4.059 0.630
N -0.623447 0.595994 1.122841 0.131 -3.057 0.569
C -1.070332 -0.491552 1.901063 -2.400 2.273 1.636
N -1.312634 -1.828079 1.566747 -1.396 -0.135 1.664
O -1.492619 -0.147931 3.012563 0.171 -0.312 0.146
C 0.796859 1.203069 -0.863108 0.053 -2.634 -2.606
N 0.763437 2.565816 -1.370463 -0.045 1.607 1.874
H -1.293626 1.343771 -0.531868 0.420 -0.641 -0.824
H -0.851807 -0.304171 -0.797790 0.101 -1.270 -0.126
H -0.815032 1.494662 1.599672 0.232 -1.042 -0.500
H -1.511025 -2.487047 2.412372 0.526 2.439 -1.809
H -0.699091 -2.301622 0.978508 1.261 -0.826 -1.722
H 1.590476 0.971013 -0.137769 -0.061 0.746 -0.450
H 1.035581 0.650994 -1.834677 -0.173 0.035 1.746
H -0.166783 2.858885 -1.726783 0.715 -0.593 0.428
H 0.948143 3.150919 -0.520867 -0.284 -0.272 -1.374
H 1.090898 -1.110687 0.670521 -0.038 -0.024 -0.371
H 1.794695 -1.806962 1.797381 -0.259 -0.756 0.904
O 1.949607 -1.219494 1.076836 0.638 0.616 -0.997
H 1.106985 3.710903 1.593166 1.948 -0.868 0.431
H 0.463566 4.775855 0.771338 0.448 1.832 -1.231
O 0.287991 4.057417 1.323546 -2.498 -0.977 0.902
H 0.749497 -0.753503 3.083191 -0.688 -0.559 -1.363
H 0.401570 0.397812 4.015403 -0.514 -0.015 -0.162
O 1.049829 -0.273563 3.814732 1.895 0.711 2.096
H -3.963051 0.446374 1.212193 0.535 0.291 1.129
H -4.101262 -1.078886 0.570519 -0.818 2.526 0.250
O -4.310670 -0.051303 0.496560 0.026 -1.928 -1.435
H 3.391790 3.293110 1.557716 0.234 0.725 0.079
H 3.184613 1.885611 1.207326 -0.304 -0.149 -0.935
O 2.852657 2.772461 0.964902 0.038 -0.104 0.648
H 1.826635 2.092929 -3.089818 0.894 -0.525 0.368
H 2.912118 0.876141 -3.589238 -1.322 1.578 0.434
O 2.026525 1.322811 -3.663660 0.488 -1.073 -0.901
H -3.846284 0.066681 -2.985350 -0.002 0.216 0.708
H -3.076711 0.715556 -1.742370 -0.629 -0.446 0.682
O -3.247910 0.763355 -2.679937 0.188 0.242 -0.944
H -1.914049 0.156014 -3.555912 -0.507 0.792 0.608
H -0.621879 0.292847 -4.405279 0.515 1.076 -0.286
O -1.379217 -0.246349 -4.237378 0.373 -1.523 -0.837
H 0.153612 -2.267415 -1.374117 0.313 -0.877 0.322
H 0.862800 -3.503256 -0.704267 -0.386 0.427 -0.158
O 0.087577 -2.923591 -0.624846 0.190 0.326 -0.370
H 0.390113 -2.825187 3.544533 0.726 -0.318 -0.476
H 1.370692 -3.620372 2.572627 0.517 -0.918 0.531
O 0.729833 -2.928315 2.631840 -0.657 0.283 0.759
H 1.401600 -1.021907 -3.067176 2.429 1.501 -0.284
H -0.012878 -1.132175 -3.514000 -0.167 -0.558 0.540
O 0.652454 -1.522307 -2.897139 -2.393 -1.261 -0.065
H -3.048306 -2.476377 0.963953 -2.759 -0.380 -1.702
H -3.536938 -2.459561 -0.498832 -0.581 -0.401 0.429
O -3.956842 -2.583603 0.381726 3.828 0.098 1.056
H 3.977784 0.490078 1.927933 0.406 0.134 1.324
H 3.416876 -0.458347 0.957998 0.717 1.115 -0.423
O 4.083758 0.298075 1.008905 -0.743 -1.205 -0.541
```
Positions in Å, forces in eV/Å.

Output
Strongest force on any atom ... 4.32 eV/A
Gap between HOMO and LUMO ... 0.33744 Ha
Energy above the lowest of the compared OMol25 structures with the same formula, charge and spin ... 245.85 kJ/mol
Electronic energy ... -1352.88250 a.u.
E_LUMO ... -0.166 eV
Multiplicity ... 1